72
Properties=species:S:1:pos:R:3:lowdin_charge:R:1 method="wB97M-V/def2-TZVPD" mol_weight_da=753.49 spin_multiplicity=1 fmax_ev_per_a=1.068 homo_lumo_gap_ev="6.72 / 6.72" charge=+1 relative_energy_kj_mol=42.7 e_tot_ha=-2677.416102 e_lumo_ev="-3.519 / -3.519"
In 0.93608 -0.32217 -0.28624 0.79
S 1.45173 -1.27867 1.90351 0.78
F 0.77858 -2.50860 4.55568 0.13
F -1.20368 -3.30468 4.92521 0.15
F -0.15642 -3.81938 3.09601 0.13
O 1.60922 0.71462 -2.65838 -0.16
O 0.15353 -2.34697 -0.67129 -0.09
N 7.84484 0.74976 2.52697 0.20
N -1.87651 -0.51759 -1.37807 0.11
N 3.41311 -0.25726 -0.36959 0.00
N 1.22351 1.94102 0.34454 0.00
N -0.71118 -0.04256 -1.67556 -0.02
N -0.84440 -0.03229 1.53779 0.01
C 5.23709 -1.06851 0.95187 0.03
C -0.24844 -0.96647 2.28332 -0.61
C 5.81106 0.18663 1.00075 -0.19
C 0.55937 2.22667 -4.24021 -0.01
C -6.10108 -2.34980 0.57549 -0.07
C -2.76919 -4.08589 0.42244 0.02
C -1.07460 -2.56384 -0.40406 -0.33
C -3.48757 -1.84446 -0.26455 -0.11
C -1.81488 2.41498 -4.22622 -0.07
C -0.99462 -1.63066 3.25712 -0.10
C -5.14242 -3.33727 0.70460 -0.02
C 1.80258 4.49857 1.23676 -0.03
C -2.87243 -0.21405 2.78481 -0.02
C 2.76345 0.68283 -3.46412 -0.06
C -5.75969 -1.10158 0.05703 -0.07
C -2.11047 0.33098 1.77345 -0.11
C -3.82157 -3.08232 0.28385 -0.16
C 0.69274 3.00348 -0.26186 -0.09
C 0.50099 1.31976 -3.20949 -0.25
C 0.94726 4.29391 0.17084 -0.03
C -0.60380 2.79062 -4.76910 -0.06
C -2.30644 -1.25022 3.51179 0.04
C -1.48521 -3.85584 0.08420 0.02
C 4.05800 0.91497 -0.44842 -0.13
C -0.73107 0.95484 -2.68157 -0.21
C 4.04140 -1.25257 0.26350 -0.15
C 2.32771 3.38418 1.89092 -0.02
C -2.08736 -1.61038 -0.65876 -0.17
C -1.87821 1.50540 -3.18203 -0.01
C -4.47029 -0.84833 -0.35206 -0.04
C -0.39396 -2.81553 3.97395 -0.59
C 6.95758 0.47240 1.84582 -0.14
C 2.01181 2.13458 1.41257 -0.15
C 5.22279 1.18674 0.23468 0.02
H -0.69639 -4.59350 0.21284 0.13
H -6.51264 -0.33195 -0.00629 0.11
H 2.52502 0.33819 -4.46115 0.11
H -2.52235 1.08367 1.10393 0.12
H -3.89392 0.10520 2.95717 0.12
H 3.23193 1.67306 -3.51804 0.10
H 2.96438 3.47231 2.77233 0.13
H 5.65260 2.18429 0.20956 0.14
H -2.87333 -1.75907 4.27440 0.13
H -3.05276 -5.03555 0.84752 0.12
H 5.66032 -1.92857 1.47102 0.14
H 2.37248 1.22174 1.86529 0.07
H 3.56510 1.68677 -1.02090 0.11
H 3.44247 -0.00293 -2.96108 0.09
H -4.23025 0.13225 -0.74456 0.10
H -7.11112 -2.53097 0.91065 0.11
H 2.03148 5.50342 1.56635 0.12
H -0.53881 3.49797 -5.59575 0.12
H 0.47981 5.10788 -0.37020 0.12
H 1.51362 2.52599 -4.65855 0.12
H 0.02672 2.79624 -1.09511 0.11
H 3.57362 -2.22623 0.23395 0.11
H -2.84883 1.18624 -2.84050 0.11
H -5.41868 -4.31196 1.08599 0.12
H -2.73939 2.80641 -4.64673 0.11

=====

17
Properties=species:S:1:pos:R:3:lowdin_charge:R:1 method="wB97M-V/def2-TZVPD" mol_weight_da=89.14 spin_multiplicity=1 fmax_ev_per_a=3.420 homo_lumo_gap_ev=10.42 smiles="CC(N)=O.CC" charge=0 relative_energy_kj_mol=101.5 e_tot_ha=-288.978362 e_lumo_ev=0.703
O -3.36235 -0.24975 0.89395 0.00
N -1.44988 -1.12116 0.09080 0.15
C 1.43768 0.63399 -2.11370 -0.20
C -1.50156 -0.14478 2.38272 -0.03
C 2.30782 0.63120 -0.86149 -0.19
C -2.15295 -0.51175 1.09337 -0.58
H 1.46727 1.66382 -2.52799 0.07
H -0.47858 0.28695 2.17166 0.08
H -1.99288 -1.43284 -0.63857 0.07
H -1.44039 -1.12614 3.00460 0.12
H -0.43582 -1.39615 0.03319 0.13
H 0.45315 0.37807 -1.87361 0.01
H 1.57566 0.03114 -3.03944 0.08
H 3.31647 1.10821 -1.09519 0.08
H 2.40462 -0.45289 -0.62406 0.05
H -2.02410 0.62762 2.96678 0.08
H 1.87585 1.07446 0.13699 0.09

=====

108
Properties=species:S:1:pos:R:3:lowdin_charge:R:1 method="wB97M-V/def2-TZVPD" mol_weight_da=791.64 spin_multiplicity=1 fmax_ev_per_a=1.669 homo_lumo_gap_ev=7.17 charge=-1 e_tot_ha=-5746.222651 e_lumo_ev=2.144
Br -0.35371 6.51942 1.90724 0.53
Cl 3.48368 -0.04945 -0.79738 0.62
Cl 0.40995 0.10009 1.39901 0.58
Al 0.89802 2.14254 -1.07907 0.31
O -0.76865 2.46198 6.44889 0.12
O -1.93098 -8.98522 -2.15525 0.00
O -2.14350 1.24087 5.13145 0.03
O -6.61533 3.81159 -0.78565 0.00
O -6.47602 3.02756 1.22290 0.04
O -1.32081 -10.67390 -0.95380 0.03
O -0.55303 -8.61714 -0.40252 0.12
O -5.95027 1.66934 -0.50877 0.13
O -3.02022 2.48402 6.66360 0.00
C 5.26772 3.70286 -3.56461 -0.22
C -0.09989 -1.67916 -3.07097 -0.23
C 2.13909 3.63261 -1.75491 -0.21
C -0.34632 -0.40710 5.22960 -0.07
C -2.86127 3.34928 7.78542 -0.05
C 7.42110 5.32270 -4.35624 -0.11
C 1.55412 1.33702 0.70936 -0.68
C -6.39957 3.65314 -2.18816 -0.04
C 2.73361 3.37479 -3.17538 -0.25
C 7.36189 4.78871 -3.08661 -0.11
C 5.32172 4.25709 -4.82492 -0.06
C 0.17028 -4.24765 -0.30404 -0.24
C 2.98398 0.79782 0.71772 -0.80
C -0.75966 3.95644 0.66382 -0.40
C -0.61743 -11.22971 0.16419 -0.22
C -1.19905 -9.35162 -1.10280 -0.61
C -4.65335 1.85655 2.33641 -0.06
C 4.17374 2.78467 -3.07263 -0.16
C 6.37477 5.05272 -5.20306 -0.11
C -0.31495 -3.11486 -2.55914 -0.22
C -1.86374 2.09853 6.10523 -0.61
C -1.01077 0.69281 4.43041 -0.24
C -6.14960 1.97474 2.14319 -0.21
C 0.78703 -3.62756 -1.58898 -0.20
C -0.88000 3.07238 -0.60680 -0.23
C 0.43615 0.76839 -2.50020 -0.23
C -1.36297 -10.99330 1.46097 -0.07
C 0.03125 5.24242 0.43588 -0.60
C 6.31163 3.99493 -2.70358 -0.05
C 0.09135 -0.63792 -1.95566 -0.33
C -6.31487 2.72640 -0.06497 -0.61
C 1.04313 -3.96880 0.95758 -0.11
C 3.98432 1.88524 1.14359 -0.13
C -1.95970 -7.57283 -2.38366 -0.04
H 6.34023 3.60577 -1.68811 0.11
H -6.80834 4.53510 -2.67528 0.09
H 0.90008 -0.95169 -1.28985 0.03
H -0.84912 -0.60645 -1.38776 0.10
H 1.49983 -4.88694 1.34811 0.06
H 1.54834 2.17241 1.42219 0.05
H -6.62378 2.24155 3.08708 0.12
H 0.39802 -10.83529 0.20840 0.12
H -0.34846 3.43575 1.53822 0.08
H -0.00476 -5.32427 -0.41856 0.09
H 2.11527 2.62612 -3.68421 0.07
H 4.36414 2.50563 -2.03428 0.07
H -1.39973 0.28604 3.50105 0.08
H -0.95497 -7.15895 -2.44056 0.09
H 6.37751 5.44607 -6.21864 0.10
H -0.47990 1.13988 -2.99855 0.06
H 3.03075 0.04279 1.51114 0.07
H -2.38869 -11.35757 1.38346 0.08
H -3.85244 3.70387 8.05822 0.09
H 0.44500 -0.87513 4.64420 0.07
H -0.24205 5.72452 -0.50196 0.06
H -0.31387 -3.78987 -3.42966 0.09
H -0.54351 -12.29919 -0.02943 0.12
H -1.58093 2.26393 -0.35178 0.04
H 1.56170 4.56796 -1.80687 0.03
H -0.30664 1.48132 4.16928 0.12
H -2.45922 -7.40946 -3.33491 0.09
H 0.71790 -1.66911 -3.80465 0.11
H -1.77954 4.26372 0.95125 0.07
H -2.23559 4.20474 7.53785 0.10
H 4.01816 1.92991 2.23795 0.08
H 0.45464 -3.50030 1.75157 0.06
H -2.43756 2.79960 8.62593 0.10
H 1.35014 -4.44363 -2.06292 0.10
H -1.07646 -1.16717 5.51521 0.08
H -2.52994 -7.07936 -1.59779 0.10
H 8.16998 4.97678 -2.38243 0.10
H -1.22635 3.70177 -1.43766 0.05
H -4.42066 1.12137 3.10745 0.08
H -6.91013 2.77002 -2.56793 0.09
H 4.98383 1.66054 0.75933 0.06
H 0.08958 -0.01635 6.14994 0.07
H 2.71890 4.28296 -3.79326 0.09
H 2.97884 3.82449 -1.06712 0.03
H -0.80922 -3.80851 -0.07830 0.09
H 1.87499 -3.29728 0.71945 0.06
H -6.58856 1.03224 1.81389 0.12
H -0.86645 -11.50384 2.28672 0.08
H -1.00568 -1.39130 -3.62885 0.11
H 1.18806 0.66049 -3.29900 0.04
H -1.29312 -3.24545 -2.08049 0.10
H -1.41380 -9.93026 1.69519 0.08
H 4.19884 1.86599 -3.67659 0.12
H 3.68771 2.88195 0.80010 0.06
H -4.22708 2.81833 2.62535 0.09
H -5.33219 3.59448 -2.39790 0.10
H 4.52411 4.06667 -5.54074 0.12
H 1.50910 -2.86225 -1.29897 0.08
H -4.16043 1.55191 1.41296 0.08
H 1.10518 5.07015 0.50483 0.04
H 8.26546 5.92937 -4.66802 0.10

=====

17
Properties=species:S:1:pos:R:3:lowdin_charge:R:1 method="wB97M-V/def2-TZVPD" mol_weight_da=109.19 spin_multiplicity=1 fmax_ev_per_a=3.314 homo_lumo_gap_ev=9.48 smiles=CNCCS.O charge=0 relative_energy_kj_mol=159.8 e_tot_ha=-649.021169 e_lumo_ev=0.736
S -1.70239 1.80056 2.60375 0.69
O 0.30560 -3.14992 -6.58781 -0.07
N 1.22482 0.04032 0.31251 -0.14
C -0.25337 1.48535 1.51425 -0.57
C -0.07096 0.07793 0.87067 -0.32
C 2.00832 -1.14750 0.02313 -0.13
H 1.31279 -1.94120 -0.30180 0.08
H 2.62227 -1.61091 0.81037 0.07
H 1.40626 0.63020 -0.48864 0.12
H -0.46793 2.29677 0.81160 0.05
H 0.71649 1.62149 2.00574 0.07
H 0.60932 -4.02121 -6.87216 0.03
H -1.56034 0.60725 3.08858 -0.19
H -0.96034 0.07244 0.22152 0.11
H 2.65582 -1.06481 -0.81769 0.06
H -0.35892 -0.62972 1.70059 0.12
H 0.17951 -3.38735 -5.65766 0.03

=====

18
Properties=species:S:1:pos:R:3:lowdin_charge:R:1 method="wB97M-V/def2-TZVPD" mol_weight_da=101.15 spin_multiplicity=1 fmax_ev_per_a=1.123 homo_lumo_gap_ev=9.98 smiles=OC[C@@H]1CCCN1 charge=0 relative_energy_kj_mol=111.4 e_tot_ha=-327.088931 e_lumo_ev=1.011
O -0.74438 -0.30089 -2.75607 -0.07
N -0.79952 -0.46731 0.95197 -0.04
C -1.11764 -0.73386 -1.45323 -0.23
C 0.13412 0.18454 1.87505 -0.22
C -0.60383 0.16326 -0.34000 -0.36
C 1.40115 0.31316 1.06128 -0.17
C 0.93247 0.32157 -0.40099 -0.14
H -1.11258 1.13913 -0.39429 0.15
H 0.12690 0.12338 -2.75918 0.07
H -1.76520 -0.41153 1.26564 0.12
H -0.77067 -1.74281 -1.25808 0.11
H -2.20832 -0.77830 -1.47601 0.12
H 0.21442 -0.36565 2.81205 0.11
H -0.27165 1.16514 2.15416 0.11
H 2.11343 -0.47526 1.27651 0.11
H 1.30222 1.18636 -0.93973 0.11
H 1.28678 -0.57260 -0.92518 0.11
H 1.88233 1.25168 1.30608 0.10

=====

12
Properties=species:S:1:pos:R:3:lowdin_charge:R:1 method="wB97M-V/def2-TZVPD" mol_weight_da=99.09 spin_multiplicity=1 fmax_ev_per_a=0.522 homo_lumo_gap_ev=9.77 smiles="O=CC(=O)N1CC1" charge=0 relative_energy_kj_mol=215.6 e_tot_ha=-360.587299 e_lumo_ev=-0.311
O 1.21808 0.41284 -1.28750 0.09
O 2.09554 0.13801 2.02520 0.10
N -0.37390 0.23767 0.36637 -0.01
C 2.12656 0.08108 0.82950 -0.16
C -1.38106 0.45367 -0.66505 -0.12
C 0.92995 0.18213 -0.13008 -0.39
C -1.40906 -0.77871 0.14401 -0.08
H -1.12269 -1.70330 -0.35486 0.12
H -1.05068 0.36185 -1.69715 0.11
H -2.02803 1.29631 -0.44851 0.11
H -2.13869 -0.88837 0.94119 0.11
H 3.06391 0.04095 0.24055 0.13